DFT (the ωB97M-V functional and the def2-TZVPD basis) results for a structure of composition C17H48CrFN4O5 at a distorted geometry.

Computed properties:
Highest occupied orbital energy (alpha / beta) in Ha: -0.4200 / -0.4201
Spin multiplicity: 5
Total charge: +1
Orbital gap (alpha / beta) in eV: 7.84 / 7.98
Relative energy (zero: lowest compared OMol25 entry of this formula, charge and spin) in kJ/mol: 217.8

```
76
C17H48CrFN4O5 the ωB97M-V functional and the def2-TZVPD basis
H 2.83263 -5.00415 2.75000
N 0.68034 1.56315 2.04224
H -0.77304 -4.89298 -1.45774
C 2.63504 -4.46863 1.82141
C 3.32444 0.31619 0.80783
H 2.05113 1.62711 -2.81015
H -3.73039 1.70226 -1.87005
H 4.08247 -2.15584 1.46492
H -0.62267 2.72076 2.78055
H 3.41782 4.46583 -0.47225
Cr 0.59161 -0.63607 2.23052
H -0.11992 1.55541 1.42611
C 3.01872 -1.98433 1.30024
H 1.39847 1.84285 1.38944
H 2.75448 -2.33967 0.30424
H -2.96282 -4.26102 -1.32004
H 3.44766 -4.55873 1.10056
H 0.79105 0.93415 -3.79926
H 3.06009 1.36236 0.96193
N -1.74172 2.14708 0.00791
H -1.15577 -3.31999 -3.38013
C 0.87205 3.83957 1.70730
H -1.64741 4.37496 -0.43656
H 1.53272 -5.17501 -2.75383
C -0.56001 -3.05262 -2.50738
H -3.30866 2.98552 0.88240
H 0.62462 -3.29290 3.09633
H 2.70595 -2.79872 3.28091
H -1.86242 1.15617 0.16165
H 0.88855 -3.23382 -0.69321
H -0.20609 -2.34710 -0.28987
C -3.02801 2.73155 -0.13978
H 2.33321 2.72440 3.73790
H -3.24022 4.95721 -0.43964
H -7.16899 2.08986 -1.64222
H -2.43434 -3.89634 0.33814
C 2.46217 4.65707 0.01586
H 2.12943 -4.37760 -4.13455
H 0.90925 2.14329 4.65578
H -4.08656 0.83700 -0.37734
C 1.24917 0.88889 -2.81124
O 2.58900 -0.66022 1.62007
H -2.76879 3.94487 -1.85985
C 1.27614 2.88694 3.94833
H -1.15198 2.15465 -0.81199
F -0.32759 -0.55220 0.36420
H 1.75277 -4.99383 1.45552
H -5.84374 0.88976 -2.28885
C -2.35005 -3.59979 -0.70735
C -0.92044 -3.83272 -1.25223
H -6.39620 0.67431 -0.82540
H 0.25688 0.38507 -1.21035
C -6.25129 1.51963 -1.49811
C 1.20494 -4.54762 -3.58272
C -2.64490 4.11413 -0.79022
H 4.38359 0.46042 1.02113
H 2.01983 5.64806 0.11776
O 0.80318 -3.28195 -3.03540
H 1.16794 3.84651 4.45393
O 2.21327 3.74904 1.10697
C 0.46352 2.80435 2.74449
C 2.38869 -2.91472 2.24458
H 1.99058 4.17980 -0.84316
H -0.71196 -1.99118 -2.31153
N 0.91394 -2.77038 2.28186
H 0.53134 -3.19736 1.45035
H 0.55308 -5.14804 -4.21728
H 1.59566 -0.14048 -2.71927
O -5.37887 2.39842 -0.86802
H 3.07087 0.34791 -0.25179
H 0.77980 4.87537 2.03398
O 0.33263 1.17160 -1.75554
H 0.16482 3.85322 0.87801
C -4.08959 1.82027 -0.84773
N -0.02517 -3.34067 -0.27632
H -2.73582 -2.58039 -0.69682
```


DFT (the ωB97M-V functional and the def2-TZVPD basis) results for a structure of composition C17H48O10S7V at a distorted geometry.

Computed properties:
Highest occupied orbital energy (alpha / beta) in Ha: -0.4014 / -0.4983
Spin multiplicity: 4
Total charge: +2
Orbital gap (alpha / beta) in eV: 7.27 / 9.91

```
83
C17H48O10S7V the ωB97M-V functional and the def2-TZVPD basis
C 22.49731 1.11446 22.97516
H 26.28614 1.09800 20.09911
H 21.50196 3.89863 17.65135
S 20.41995 1.75355 17.44788
H 22.75343 -3.10350 23.64783
O 21.47614 -2.73766 20.32380
H 17.82847 -4.87129 16.84191
H 16.11549 -0.34759 18.53974
H 17.54814 0.83769 18.52044
C 18.61736 -4.23200 17.23160
H 22.55653 -2.20820 13.24594
H 18.43222 -4.13206 18.30412
C 22.39979 -2.56992 22.76678
H 20.29859 3.06338 22.11773
C 20.18202 2.03073 21.79180
H 19.99338 -3.94060 22.40689
S 24.57443 0.96230 18.38728
H 21.14499 -1.57508 13.94926
H 17.34229 -0.31856 17.29655
O 19.83951 -4.90138 17.01282
S 23.17446 -0.97202 15.21861
H 24.22355 -3.11211 15.80658
C 20.13564 0.96920 15.88934
C 20.76350 -4.62759 22.05915
H 22.03201 -3.02835 14.72222
C 24.93936 -4.79457 18.60542
H 26.97769 1.30893 18.56482
S 18.34407 -1.37749 19.03930
H 24.76822 -2.38641 14.17706
H 19.72246 1.72248 15.21684
C 26.22359 0.70584 19.08276
O 23.75206 0.08772 19.30076
H 21.49336 -2.02195 23.01911
H 25.37606 -1.79214 15.68428
H 23.81981 3.29506 18.26080
H 22.24086 -6.68064 15.79437
H 25.35549 3.09384 19.09197
C 21.25654 3.22637 16.83229
H 24.72021 -5.04585 17.56588
H 19.48330 0.10743 16.00368
H 26.70095 -3.28402 20.41982
C 22.07631 -2.06882 14.21975
C 21.95235 -6.40773 16.80865
H 25.00437 -3.54625 20.90244
O 21.06177 -3.10352 17.53985
V 21.95113 -1.22791 18.73637
H 16.99603 -1.27905 21.09698
C 17.17307 -0.17722 18.37130
H 21.88999 0.43844 23.58495
H 20.46151 -5.33340 21.28942
H 20.94290 -6.76385 16.99243
H 21.09218 -5.17699 22.94210
O 19.74564 -1.01636 18.59564
C 18.03602 -1.12706 20.79979
H 18.17927 -0.08046 21.08748
S 25.03856 -2.96028 18.66897
H 18.66966 -1.78015 21.39349
O 21.39293 0.85159 18.20923
H 22.52212 2.04870 23.53274
C 24.49256 -2.23917 15.22035
C 25.68540 -2.89174 20.35829
S 21.77470 1.29720 21.32357
H 19.56929 2.06448 20.88788
H 18.56424 -3.23877 16.78764
H 24.15674 -5.22013 19.22739
S 22.10325 -3.64099 21.32782
C 20.97774 -4.24768 17.21970
H 21.06014 0.60290 15.44570
C 24.35652 2.68132 18.97508
O 22.03969 -4.99557 17.00729
H 25.73237 -1.88301 20.76183
H 22.63803 -6.89076 17.50438
H 20.63469 3.78459 16.13438
H 23.44773 0.59976 22.85492
O 22.57758 -1.04369 16.59083
H 22.17896 2.89267 16.35379
H 23.68980 2.58304 19.82777
H 25.94960 -5.18610 18.72951
H 23.14262 -1.86445 22.39724
O 21.56194 -0.10007 20.81227
O 23.66807 -2.38129 18.68013
H 19.62868 1.43345 22.51658
H 26.50696 -0.33683 18.98416
```


DFT (the ωB97M-V functional and the def2-TZVPD basis) results for a cluster of 7 separate species, C17H49BN4O9PS2 in total at a distorted geometry.

Computed properties:
Highest occupied orbital energy in Ha: -0.4095
Total charge: +1
Orbital gap in eV: 6.92
Relative energy (zero: lowest compared OMol25 entry of this formula, charge and spin) in kJ/mol: 0.0

```
83
C17H49BN4O9PS2 the ωB97M-V functional and the def2-TZVPD basis
H -10.36701 -2.58558 -1.95439
H -9.42516 -2.48174 0.16713
C 1.96613 1.74719 1.99607
H 3.70523 1.10621 -1.98038
H 2.22826 3.00913 3.63745
N 0.71037 1.46290 0.30332
H -4.49891 0.14532 -3.71956
N 1.57201 1.15479 4.29103
O 1.66341 -3.95991 0.51903
H 10.18224 -1.41524 -1.12502
H 4.57360 2.06699 1.79435
H 2.35841 5.79486 2.75973
C -6.01844 -4.50456 0.08760
H 8.45101 0.06213 -2.17902
H 3.46915 1.72675 3.53095
H 2.95376 -3.30948 -1.75468
H -6.11912 0.28670 -1.80335
H 9.34418 -0.82677 -3.41536
H -6.05137 -2.35104 -0.04942
H -2.05146 2.32160 -1.62327
H 2.44343 5.32889 5.53893
C -5.57749 -3.19695 -0.54577
H -4.81919 1.47357 -1.63213
H 4.63725 2.16958 0.05758
C 1.93158 5.92452 3.75514
C -9.67207 -0.57598 -1.58448
H -8.73509 -0.05859 -1.37588
H 1.80272 2.11754 -2.61388
H 4.34979 -0.74271 1.78382
H -5.54106 -5.35041 -0.40969
O -4.77699 -0.15413 -0.35715
H 3.62905 -3.95558 1.16361
H 2.96138 -2.42261 0.57083
H -0.96221 1.35259 -2.56159
C -9.42943 -2.06509 -1.73710
H -10.35031 -0.37972 -0.75135
C 3.57504 -3.77264 -0.98896
C 4.20676 1.61062 0.88207
C -1.00568 2.02671 -1.70895
N 2.76217 1.58550 0.88429
H -1.09701 -0.22896 0.71340
O 6.30880 0.06399 1.00977
H -3.18733 -0.18017 -2.57266
H -4.49807 -3.07889 -0.45738
H -8.74157 -2.25433 -2.56113
C 1.93492 1.39627 -0.16540
H -4.49759 -1.35045 -2.76787
O 2.80395 5.23101 4.65184
H 1.40496 7.53051 5.09518
H -5.76278 -4.53336 1.14861
H -7.09788 -4.62627 -0.01144
O -8.82667 -2.63051 -0.57067
H 1.40642 0.24089 3.89279
C -4.26386 -0.28737 -2.74559
O 7.44627 -1.48932 -3.10559
C 8.65275 -0.93702 -2.58247
H 1.65729 -4.91055 0.37165
H 8.55650 -1.95315 -0.67905
H 9.45552 -2.82122 -1.92194
N 0.71047 1.67106 1.65674
H -0.43802 2.92989 -1.91073
O -1.52228 0.47283 0.20345
H 2.03146 1.03306 5.18168
H 3.60022 -4.84622 -1.18466
H 0.94123 5.45386 3.76760
H -3.83206 -0.05618 -0.21097
H 6.83402 -1.57923 -2.36913
H 2.79897 7.86797 4.07313
P 2.31259 1.00980 -1.92411
H -10.11193 -0.15562 -2.48939
C 2.41594 1.96383 3.39790
C 1.81668 7.39713 4.09310
C 9.25212 -1.83170 -1.51347
S 4.90755 -0.03378 0.76954
B -0.64730 1.28273 -0.40652
O -5.90013 -3.17209 -1.93600
H 4.58957 -3.38392 -1.08080
S 1.54719 -0.69018 -2.39184
O 4.49149 -0.57772 -0.48807
C 3.00231 -3.49901 0.38789
H 1.16645 7.91223 3.38595
C -5.04831 0.39974 -1.64375
H -6.85633 -3.26946 -1.98849
```


Question: Which of these has the highest total charge?
Answer: C17H48O10S7V


Question: Which of these has the highest total charge?
Answer: C17H48O10S7V


Question: The highest total charge belongs to which entry?
Answer: C17H48O10S7V